Below is CHN3 as an isolated structure, with properties calculated with ωB97M-V with the def2-TZVPD basis set.

Structure (XYZ):
```
5
Properties=species:S:1:pos:R:3:forces:R:3:nbo_charge:R:1
C -2.55221 -0.71457 1.16320 -0.07 -0.67 0.72 0.28
N -3.48228 -1.12951 1.74960 -0.74 -0.81 0.68 -0.19
N 0.03495 -0.31825 0.38653 -3.57 -0.77 1.06 -0.15
N -1.78986 -0.01094 0.48245 4.88 1.66 -2.18 -0.22
H 0.29420 0.54081 -0.09725 -0.50 0.59 -0.28 0.28
```
Forces are in eV/Å.

Summary:
Total charge: 0
Orbital gap (spin up / spin down): 9.3 / 8.2 eV
HOMO level (spin up / spin down): -10.9646 / -10.7001 eV
Total energy: -202.749915 a.u.
Energy relative to the best compared isomer or geometry (same formula, charge and spin): 6.225 eV


Below is one molecule with the formula C4H5NO, with properties calculated with ωB97M-V with the def2-TZVPD basis set.

Structure (XYZ):
```
11
Properties=species:S:1:pos:R:3:forces:R:3:nbo_charge:R:1
O -1.49752 -1.58571 -0.66372 0.07 0.18 -0.04 -0.55
C -0.74166 -0.77008 -0.19845 -0.31 -0.48 0.24 0.53
C -0.87581 0.75692 -0.05082 -0.28 -0.13 0.02 -0.54
C 0.63800 0.77097 -0.22680 0.24 -1.12 -0.57 -0.04
N 1.25426 0.15293 0.89218 0.00 -0.15 0.22 -0.54
C 0.71942 -0.84059 -0.00105 -0.39 -0.88 0.60 -0.17
H -1.50351 1.23611 -0.80305 0.14 -0.24 -0.02 0.25
H -1.19035 1.08782 0.94535 0.23 0.15 -0.22 0.23
H 1.12873 0.54772 -1.17167 0.43 2.06 -0.23 0.25
H 0.64110 0.19690 1.70072 0.26 0.48 0.10 0.37
H 1.42733 -1.55299 -0.42269 -0.37 0.15 -0.10 0.22
```
Forces are in eV/Å.

Summary:
Total charge: 0
Structure (SMILES): O=C1C[C@H]2N[C@@H]12
Orbital gap: 10.3 eV
HOMO level: -9.3016 eV
Total energy: -285.299822 a.u.
Energy relative to the best compared isomer or geometry (same formula, charge and spin): 3.123 eV


Below is a 5-piece molecular cluster, C24H65N4O9 overall, with properties calculated with ωB97M-V with the def2-TZVPD basis set.

Structure (XYZ):
```
102
Properties=species:S:1:pos:R:3:forces:R:3:lowdin_charge:R:1
O -0.14214 0.98489 -0.50302 0.22 -0.52 -0.43 -0.35
H -0.14097 0.02005 -0.65669 -0.28 0.63 0.53 -0.04
C -1.71080 -0.97503 4.08754 0.34 0.32 -0.94 -0.05
O -0.32731 -0.72218 3.78479 1.40 -0.93 0.33 -0.19
C -0.08031 0.31884 2.85035 -0.25 0.04 0.79 -0.19
C 1.39578 0.38428 2.30267 -0.08 0.72 -0.45 -0.03
N 1.62273 1.58160 1.35536 -0.43 1.77 2.43 0.05
H 2.44996 1.39056 0.80828 0.19 0.08 -0.10 0.14
H 0.81385 1.61024 0.75121 -0.77 -0.79 -1.64 0.04
C 1.67593 3.02254 1.98735 2.05 -2.57 0.18 -0.03
C 3.01486 3.23115 2.70721 0.06 1.49 -0.08 -0.25
O 3.29321 2.38348 3.70488 -2.99 -3.65 1.03 -0.20
C 4.39627 2.42461 4.51549 2.30 1.73 -0.34 -0.08
H -1.90602 -1.97878 4.46501 0.72 -0.30 -0.51 0.09
H -2.13327 -0.81799 3.09508 -1.27 -0.17 0.35 0.07
H -2.15644 -0.38447 4.88799 0.30 0.86 -0.31 0.10
H -0.39796 1.19798 3.41101 0.48 0.82 -0.40 0.13
H -0.75960 0.22145 2.00348 0.00 -0.06 -0.37 0.08
H 1.60457 -0.38967 1.56408 -0.26 -0.69 0.62 0.11
H 2.21250 0.48727 3.01713 -0.46 -0.40 0.36 0.12
H 0.80301 3.01879 2.64009 0.15 0.66 -0.13 0.13
H 1.77973 3.76015 1.19157 -0.99 -0.14 -0.16 0.12
H 2.85666 4.23358 3.10499 0.56 0.68 -0.06 0.14
H 3.88410 3.18946 2.05086 -0.14 0.60 -0.94 0.14
H 4.37831 1.71574 5.34331 -0.58 0.36 -0.08 0.11
H 4.56768 3.47226 4.76279 -0.17 0.06 1.14 0.10
H 5.31813 2.24589 3.96201 0.17 -0.62 -0.41 0.09
C -0.38451 -9.69055 1.44090 0.66 0.06 0.71 -0.05
O -0.58691 -8.27761 1.18882 -0.14 -0.42 -0.21 -0.21
C -0.91068 -7.48523 2.32440 1.64 0.63 -0.85 -0.16
C -0.44047 -6.04970 1.88013 -2.13 0.20 1.80 -0.10
N 0.93976 -6.00768 1.36093 0.28 1.28 -1.21 0.07
H 1.35485 -6.90735 1.55691 0.47 -0.40 -0.68 0.18
H 0.66811 -5.80832 0.40880 0.79 -1.39 -1.27 0.14
C 1.91275 -4.79997 1.51383 -1.33 -1.09 -0.06 -0.03
C 1.29067 -3.58113 0.82768 -0.19 0.05 1.11 -0.21
O 0.56857 -3.83779 -0.36264 1.15 -0.68 1.42 -0.17
C 0.00170 -2.69344 -0.95596 -0.70 -1.32 -1.01 -0.08
H 0.13985 -9.73710 2.39536 -0.18 -0.41 0.24 0.09
H 0.29525 -10.15890 0.72910 -0.05 0.67 -0.42 0.09
H -1.26660 -10.33076 1.45220 -0.38 0.58 0.13 0.10
H -0.30507 -7.79345 3.17665 -0.18 -0.23 0.33 0.12
H -1.97505 -7.48449 2.55940 0.03 0.09 0.08 0.14
H -0.51158 -5.26697 2.63535 -0.28 -0.36 0.42 0.13
H -1.16944 -5.79354 1.11131 0.51 0.29 -0.37 0.14
H 2.84753 -5.01007 0.99409 -0.13 -0.77 0.33 0.14
H 2.02899 -4.67412 2.59029 0.34 0.42 -0.21 0.14
H 2.17446 -2.96697 0.65503 -0.24 0.65 -0.12 0.13
H 0.62958 -3.17135 1.59132 -0.16 0.75 -0.19 0.12
H -0.41698 -3.18755 -1.83269 -0.05 0.78 -0.52 0.11
H 0.74551 -1.94816 -1.23775 0.07 0.11 0.12 0.09
H -0.86625 -2.29671 -0.42929 0.33 0.19 0.57 0.08
C -1.09016 1.44350 -6.14277 0.49 -0.97 0.08 -0.05
O -1.54834 1.18062 -4.79435 0.36 0.97 -0.01 -0.18
C -1.29215 2.17342 -3.81860 0.48 0.00 0.87 -0.18
C 0.22026 2.36179 -3.41458 -0.04 -1.04 -1.65 -0.06
N 0.82963 0.98781 -3.08621 1.29 0.55 -1.37 0.06
H 0.57320 0.88790 -2.11443 -0.57 -0.54 1.39 0.05
H 0.39076 0.30343 -3.68547 -0.60 -0.26 -0.13 0.15
C 2.38566 0.80889 -3.20906 -2.11 0.89 1.81 0.00
C 2.94005 1.88440 -2.23124 1.47 -1.28 -1.91 -0.22
O 2.91879 3.10256 -2.89525 -0.12 -0.65 0.20 -0.17
C 3.01014 4.16891 -2.01630 0.60 1.75 -0.50 -0.10
H -1.33429 0.52824 -6.68202 0.05 0.08 0.02 0.10
H -0.00501 1.54622 -6.14186 0.16 0.06 -0.07 0.08
H -1.49412 2.26445 -6.73519 -0.51 0.34 0.76 0.10
H -1.84069 1.88151 -2.92306 0.05 -0.53 0.03 0.10
H -1.73842 3.14864 -4.01324 0.30 0.21 -0.65 0.13
H 0.39228 3.02569 -2.56739 -0.28 -0.15 -0.10 0.11
H 0.81425 2.68980 -4.26763 -0.20 0.41 0.10 0.12
H 2.65656 0.79907 -4.26481 0.21 0.86 0.19 0.14
H 2.66306 -0.17842 -2.83977 -0.44 -0.11 0.17 0.12
H 3.95231 1.52894 -2.03866 0.55 0.35 0.15 0.13
H 2.48491 1.96894 -1.24442 -0.82 -0.39 -0.14 0.09
H 3.97192 4.28193 -1.51599 0.28 -0.40 0.04 0.10
H 2.24050 4.18964 -1.24473 -0.46 -0.15 0.01 0.07
H 2.93207 5.03095 -2.67881 -0.23 0.30 0.43 0.11
C -1.78936 5.75071 -2.12670 -0.02 -0.94 2.74 0.02
O -2.17880 4.57015 -1.21942 0.18 1.38 -0.74 -0.23
C -1.71223 4.55856 0.12764 0.83 -1.13 -1.12 -0.22
C -2.38810 3.40344 0.82761 -0.36 -1.53 -0.43 -0.05
N -2.51709 2.14258 -0.14741 -3.22 1.55 2.69 0.10
H -2.91574 2.49232 -1.00698 0.10 0.01 -0.56 0.13
H -1.56883 1.80550 -0.23279 1.44 -0.85 -0.94 0.04
C -3.37591 0.96517 0.41274 -0.71 0.56 -0.48 -0.05
C -4.47675 0.45027 -0.58154 0.32 0.64 1.15 -0.21
O -3.93418 -0.01856 -1.73405 0.85 -1.62 -2.32 -0.16
C -3.12801 -1.19409 -1.66327 0.87 0.30 0.79 -0.08
H -1.58070 6.59963 -1.47562 -0.71 0.25 0.09 0.09
H -2.66587 5.91013 -2.75472 0.59 -0.07 -0.20 0.10
H -0.79011 5.61033 -2.53887 -0.40 -0.69 -0.76 0.08
H -1.93673 5.43211 0.73971 0.29 0.39 -0.40 0.14
H -0.65914 4.27758 0.11522 0.57 0.77 0.04 0.10
H -3.27049 3.86043 1.27555 -0.83 -1.24 -0.43 0.14
H -1.81725 2.92278 1.62209 0.24 0.65 0.24 0.11
H -3.91737 1.25002 1.31484 0.35 0.42 0.06 0.13
H -2.66417 0.18300 0.67681 -0.08 0.04 -0.13 0.09
H -5.19084 1.21028 -0.89864 0.28 0.54 0.24 0.14
H -5.12744 -0.27784 -0.09723 0.28 -0.35 0.50 0.14
H -2.80725 -1.60036 -2.62252 -0.54 0.64 -0.32 0.10
H -3.48023 -2.05120 -1.08933 -1.03 0.15 0.08 0.10
H -2.21707 -0.92954 -1.12633 0.41 0.19 -0.07 0.03
```
Forces are in eV/Å.

Summary:
Total charge: +3
Orbital gap: 9.8 eV
HOMO level: -16.4515 eV
Total energy: -1848.411153 a.u.
Energy relative to the best compared isomer or geometry (same formula, charge and spin): 4.058 eV